Record 1
Molecular formula: C2H4BeO2
Method: DFT, wB97M-V/def2-TZVPD

Last column: Mulliken charge in e.
Positions of all 9 atoms, in Å:
1 O 0.82 -1.24 -0.10  -0.395
2 O 0.22 1.20 0.12  -0.381
3 C -0.53 -0.94 -0.16  0.044
4 C -0.85 0.37 -0.08  -0.120
5 Be 1.66 0.24 -0.07  0.248
6 H -0.04 2.11 0.31  0.460
7 H 1.01 -2.18 -0.22  0.470
8 H -1.63 0.19 0.77  0.292
9 H -1.18 -1.66 -0.65  0.384

## Properties
<S²> ... 0.750
Total charge ... +1
Frontier orbital gap (alpha / beta) ... 7.40 / 10.33 eV
Spin multiplicity ... 2

***

Record 2
Molecular formula: C2H4Br2
Method: DFT, wB97M-V/def2-TZVPD

Last column: Mulliken charge in e.
Positions of all 8 atoms, in Å:
1 Br -0.25 2.21 -1.04  0.241
2 Br 0.20 -1.97 1.21  0.228
3 C 0.28 -0.69 -0.28  -0.526
4 C -0.32 0.70 0.23  -0.560
5 H -0.10 -1.22 -1.15  0.424
6 H -1.40 0.69 0.37  0.402
7 H 1.35 -0.72 -0.46  0.375
8 H 0.24 1.00 1.11  0.417

## Properties
<S²> ... 0.755
Total charge ... +1
Frontier orbital gap (alpha / beta) ... 11.87 / 3.30 eV
Spin multiplicity ... 2

***

Record 3
Molecular formula: C2H4Br2NO
Method: DFT, wB97M-V/def2-TZVPD

Last column: Mulliken charge in e.
Positions of all 10 atoms, in Å:
1 Br 2.17 -1.46 -0.15  0.056
2 Br 2.10 1.83 -0.25  0.043
3 O -1.07 -0.12 -1.66  -0.386
4 N -0.01 0.16 0.66  -0.347
5 C 1.10 0.15 -0.33  -0.161
6 C 0.06 0.08 -1.86  0.271
7 H -0.21 1.12 1.00  0.372
8 H -0.87 -0.17 0.13  0.369
9 H 0.14 -0.46 1.48  0.376
10 H 0.65 0.22 -2.76  0.407

## Properties
Total charge ... +1
Frontier orbital gap ... 10.38 eV
Structure (SMILES) ... [NH3+]C(Br)(Br)C=O

***

Record 4
Molecular formula: C2H4BrCl2OP
Method: DFT, wB97M-V/def2-TZVPD

Last column: Mulliken charge in e.
Positions of all 11 atoms, in Å:
1 Br 3.14 -0.93 0.01  -0.153
2 Cl -0.41 2.18 -0.95  -0.189
3 Cl -0.33 0.98 1.84  -0.258
4 P 0.49 0.60 -0.04  0.896
5 O -0.17 -0.79 -0.31  -0.245
6 C 2.21 0.71 -0.36  -0.527
7 C -1.57 -1.04 -0.11  -0.682
8 H -2.14 -0.07 -0.20  0.347
9 H -1.97 -1.55 0.89  0.246
10 H -1.80 -1.66 -0.99  0.260
11 H 2.55 1.57 0.22  0.307

## Properties
Frontier orbital gap ... 8.38 eV

***

Record 5
Molecular formula: C2H4BrClN3
Method: DFT, wB97M-V/def2-TZVPD

Last column: Mulliken charge in e.
Positions of all 11 atoms, in Å:
1 Br 1.34 1.99 2.24  0.009
2 Cl -2.56 -0.80 0.02  -0.009
3 N -0.58 -0.10 -0.62  -0.195
4 N 1.23 -0.38 0.74  -0.295
5 N -0.26 1.05 -0.05  -0.064
6 C 0.54 -1.02 -0.29  -0.227
7 C 0.80 0.81 0.87  0.449
8 H -0.80 1.89 0.06  0.288
9 H 1.18 -1.31 -1.22  0.312
10 H -0.93 -0.12 -1.64  0.460
11 H 0.04 -2.01 -0.10  0.272

## Properties
Total charge ... +1
Frontier orbital gap (alpha / beta) ... 7.39 / 7.56 eV

***

Record 6
Molecular formula: C2H4BrI
Method: DFT, wB97M-V/def2-TZVPD

Last column: Mulliken charge in e.
Positions of all 8 atoms, in Å:
1 I -2.16 3.44 2.09  0.155
2 Br -1.48 0.90 3.89  0.019
3 C -0.73 2.23 2.88  -0.188
4 C 0.10 -0.62 0.83  -1.008
5 H 0.40 -1.34 0.09  0.290
6 H 0.73 0.28 0.74  0.272
7 H -0.90 -0.35 0.80  0.229
8 H 0.38 -1.06 1.82  0.230

## Properties
Frontier orbital gap ... 7.68 eV

***

Values of molar mass, in order: 69.06; 187.86; 217.87; 225.84; 185.43; 234.86, all in g mol⁻¹.
Values of energy above the lowest of the compared OMol25 structures with the same formula, charge and spin, in order: 0.000; 0.516; 0.000; 2.397; 1.343; 3.623, all in eV.